(1)
C16H23N2NiO5S2 | the ωB97M-V functional and the def2-TZVPD basis

Summary:
* calculated total energy: -92889.5265 eV
* gap between HOMO and LUMO (alpha / beta): 6.897 / 6.891 eV
* HOMO energy (alpha / beta): -0.38812 / -0.38813 Eh

The geometry in ORCA input format:
```
! RIJCOSX wB97M-V def2-TZVPD def2/J DEFGRID3
* xyz 1 1
Ni 0.107 0.144 0.827
C 2.045 2.362 0.930
O 0.786 1.936 1.477
C 0.646 2.151 2.895
C 1.075 0.907 3.625
O 0.307 -0.150 3.045
C 0.856 -1.457 3.245
C 2.143 -1.603 2.448
O 1.941 -0.920 1.215
C 2.875 -1.276 0.188
H 2.156 3.433 1.091
H 2.013 2.154 -0.137
H 2.871 1.818 1.390
H -0.409 2.351 3.070
H 1.228 3.022 3.195
H 0.861 0.987 4.693
H 2.142 0.721 3.490
H 0.096 -2.143 2.877
H 1.022 -1.650 4.306
H 2.336 -2.663 2.264
H 3.016 -1.187 2.957
H 2.876 -2.356 0.039
H 3.874 -0.930 0.458
H 2.545 -0.795 -0.729
O 0.287 -3.731 -1.079
C -0.329 -3.337 -2.220
C -0.383 -4.266 -3.257
C -0.996 -3.941 -4.448
C -1.568 -2.683 -4.636
C -1.512 -1.761 -3.616
C -0.895 -2.066 -2.395
C -0.838 -1.035 -1.348
O -0.253 -1.351 -0.207
N -1.329 0.148 -1.547
N -1.163 0.935 -0.391
C -1.744 2.081 -0.495
S -1.743 3.281 0.775
C -3.169 4.175 0.104
C -3.011 4.174 -1.402
S -2.655 2.475 -1.925
H 0.213 -2.992 -0.450
H 0.060 -5.239 -3.095
H -1.033 -4.675 -5.243
H -2.051 -2.433 -5.570
H -1.947 -0.778 -3.736
H -3.149 5.182 0.519
H -4.082 3.670 0.414
H -2.193 4.824 -1.710
H -3.925 4.491 -1.902
*
```

***

(2)
CH5O2PS2 | the ωB97M-V functional and the def2-TZVPD basis

Summary:
* SMILES: OP(S)S.C=O
* calculated total energy: -36172.0594 eV
* gap between HOMO and LUMO: 9.440 eV
* HOMO energy: -0.32337 Eh

The geometry in ORCA input format:
```
! RIJCOSX wB97M-V def2-TZVPD def2/J DEFGRID3
* xyz 0 1
O 1.620 -0.079 -1.864
P 1.160 -0.359 -0.341
S 2.922 -1.019 0.617
S 1.020 1.678 0.500
H 2.353 0.386 -2.085
H 2.369 -2.078 1.061
H 0.862 1.146 1.742
C -3.104 0.088 0.067
O -2.365 0.160 1.012
H -2.802 -0.458 -0.857
H -4.035 0.534 0.150
*
```

***

Q: Which value of calculated total energy does entry 2 give?
A: -36172.0594 eV

***

Q: The highest calculated total energy belongs to which entry?
A: CH5O2PS2

***

Q: Among the records above, which one has the highest calculated total energy?
A: CH5O2PS2